## i
{
  "formula": "C3H10N3",
  "method": "the ωB97M-V functional and the def2-TZVPD basis",
  "symbols": ["C", "C", "C", "N", "N", "N", "H", "H", "H", "H", "H", "H", "H", "H", "H", "H"],
  "coordinates": [[-3.117, -0.403, -0.236], [1.273, 1.180, 0.093], [1.532, -0.206, 0.507], [-2.217, 0.221, 0.378], [2.539, -0.968, 0.011], [0.313, 0.181, -0.388], [-4.185, -0.309, -0.057], [-2.823, -1.104, -1.009], [1.912, 1.630, -0.654], [0.888, 1.890, 0.812], [1.171, -0.514, 1.480], [2.538, -1.955, 0.183], [3.045, -0.666, -0.804], [-2.522, 0.876, 1.099], [-0.729, 0.190, -0.037], [0.383, -0.043, -1.378]],
  "homo_ev": [-9.704, -14.608],
  "spin_multiplicity": 3,
  "homo_lumo_gap_ev": [6.86, 6.98],
  "total_charge": 1
}

## ii
{
  "formula": "C3H10N3",
  "method": "the ωB97M-V functional and the def2-TZVPD basis",
  "symbols": ["C", "C", "C", "N", "N", "N", "H", "H", "H", "H", "H", "H", "H", "H", "H", "H"],
  "coordinates": [[0.147, 0.164, -2.265], [0.214, -0.607, -0.992], [-1.623, 1.116, 2.275], [1.327, -0.391, -1.641], [2.524, -0.980, -1.700], [-0.966, -0.160, 1.999], [-0.303, -0.186, -3.197], [0.271, 1.281, -2.256], [-0.003, -0.692, 0.037], [-1.928, 1.172, 3.314], [-1.078, 2.064, 2.053], [-2.733, 1.026, 1.731], [2.556, -2.072, -1.660], [3.150, -0.546, -2.406], [-1.556, -0.901, 2.336], [0.001, -0.288, 2.369]],
  "homo_ev": [-12.149, -12.289],
  "spin_multiplicity": 3,
  "homo_lumo_gap_ev": [8.92, 4.30],
  "total_charge": 1
}

Most stable of them? i.

## i
{
  "formula": "CH7NO2",
  "method": "the ωB97M-V functional and the def2-TZVPD basis",
  "symbols": ["N", "C", "O", "H", "H", "H", "H", "H", "O", "H", "H"],
  "coordinates": [[0.873, -0.371, -0.142], [0.219, 0.907, -0.355], [0.731, 1.620, -1.474], [1.220, -0.757, -1.020], [1.573, -0.307, 0.579], [-0.831, 0.729, -0.597], [0.316, 1.482, 0.571], [1.694, 1.565, -1.423], [-1.712, -1.941, 1.786], [-0.975, -1.700, 1.210], [-2.427, -1.346, 1.506]],
  "homo_ev": -10.010,
  "smiles": "NCO.O",
  "homo_lumo_gap_ev": 10.76
}

## ii
{
  "formula": "CH7NO2",
  "method": "the ωB97M-V functional and the def2-TZVPD basis",
  "symbols": ["C", "O", "H", "H", "H", "H", "N", "O", "H", "H", "H"],
  "coordinates": [[1.048, -0.883, 1.917], [0.533, -0.340, 3.128], [0.331, -0.722, 1.087], [1.241, -2.029, 1.970], [1.983, -0.325, 1.799], [-0.395, -0.695, 3.267], [-0.453, 1.032, -2.508], [-1.899, 0.919, -2.754], [-0.066, 0.262, -1.998], [-0.108, 0.994, -3.482], [-2.215, 1.786, -2.426]],
  "homo_ev": -10.067,
  "smiles": "CO.NO",
  "homo_lumo_gap_ev": 10.89
}

Most stable of them? i.

## i
{
  "formula": "C27H35KN6O8",
  "method": "the ωB97M-V functional and the def2-TZVPD basis",
  "symbols": ["K", "O", "C", "O", "C", "C", "C", "C", "C", "O", "C", "C", "O", "O", "H", "H", "H", "H", "H", "H", "H", "H", "O", "C", "N", "C", "O", "C", "C", "C", "C", "C", "N", "C", "C", "C", "C", "C", "N", "H", "H", "H", "H", "H", "H", "H", "H", "C", "C", "C", "C", "N", "N", "H", "H", "H", "H", "H", "H", "H", "H", "H", "H", "H", "H", "C", "N", "C", "C", "O", "H", "H", "H", "H", "H", "H", "H"],
  "coordinates": [[1.499, -0.059, 0.233], [3.319, 2.350, 3.297], [2.839, 2.176, 2.157], [3.171, 1.311, 1.313], [1.623, 3.089, 1.840], [0.359, 2.468, 2.475], [-0.684, 3.554, 2.773], [-1.163, 3.896, 1.339], [-0.343, 2.900, 0.500], [-0.265, 1.766, 1.386], [1.114, 3.359, 0.383], [1.854, 2.760, -0.851], [2.845, 3.383, -1.242], [1.307, 1.752, -1.406], [1.838, 4.034, 2.339], [0.565, 1.781, 3.295], [-1.500, 3.145, 3.372], [-0.253, 4.401, 3.307], [-2.233, 3.719, 1.222], [-0.953, 4.928, 1.052], [-0.787, 2.594, -0.441], [1.154, 4.437, 0.209], [2.755, -5.232, 1.126], [2.130, -4.182, 1.286], [0.939, -3.823, 0.778], [0.013, -4.732, 0.439], [-0.228, -5.827, 0.951], [-0.922, -4.271, -0.683], [-2.050, -5.040, -0.966], [-2.899, -4.635, -1.980], [-2.593, -3.477, -2.682], [-1.448, -2.779, -2.331], [-0.628, -3.161, -1.357], [2.870, -3.034, 1.956], [4.257, -2.981, 1.882], [4.922, -1.916, 2.469], [4.189, -0.955, 3.144], [2.815, -1.121, 3.209], [2.158, -2.118, 2.618], [-2.218, -5.930, -0.377], [-3.787, -5.208, -2.218], [-3.228, -3.109, -3.479], [-1.179, -1.863, -2.849], [4.773, -3.771, 1.355], [5.998, -1.824, 2.378], [4.631, -0.059, 3.558], [2.213, -0.381, 3.729], [0.538, 1.567, -4.754], [-0.869, 1.713, -4.181], [-1.040, 3.133, -3.624], [-1.917, 1.441, -5.256], [-0.986, 0.690, -3.137], [-2.212, 0.800, -2.400], [0.694, 2.284, -5.565], [0.679, 0.557, -5.145], [1.280, 1.751, -3.974], [-0.895, 3.877, -4.413], [-0.297, 3.312, -2.844], [-2.042, 3.268, -3.211], [-1.853, 2.188, -6.052], [-2.916, 1.469, -4.821], [-1.757, 0.450, -5.688], [-0.199, 0.807, -2.501], [-2.104, 1.481, -1.650], [-2.336, -0.083, -1.918], [-2.537, -0.038, 2.873], [-1.737, -1.142, 2.402], [-0.982, -1.907, 3.370], [-1.620, -1.386, 1.076], [-2.225, -0.779, 0.204], [-3.465, -0.388, 3.340], [-2.774, 0.604, 2.029], [-1.970, 0.536, 3.609], [-1.654, -2.422, 4.066], [-0.320, -1.253, 3.943], [-0.357, -2.637, 2.859], [-0.916, -2.205, 0.859]],
  "homo_ev": -3.186,
  "homo_lumo_gap_ev": 7.26,
  "total_charge": -2
}

## ii
{
  "formula": "C27H35KN6O8",
  "method": "the ωB97M-V functional and the def2-TZVPD basis",
  "symbols": ["K", "O", "C", "O", "C", "C", "C", "C", "C", "O", "C", "C", "O", "O", "H", "H", "H", "H", "H", "H", "H", "H", "O", "C", "N", "C", "O", "C", "C", "C", "C", "C", "N", "C", "C", "C", "C", "C", "N", "H", "H", "H", "H", "H", "H", "H", "H", "C", "C", "C", "C", "N", "N", "H", "H", "H", "H", "H", "H", "H", "H", "H", "H", "H", "H", "C", "N", "C", "C", "O", "H", "H", "H", "H", "H", "H", "H"],
  "coordinates": [[-1.382, 0.629, 0.249], [-3.972, 2.406, -3.062], [-3.042, 1.982, -2.355], [-3.127, 1.349, -1.272], [-1.612, 2.159, -2.937], [-0.905, 0.799, -3.184], [0.060, 0.962, -4.365], [1.154, 1.846, -3.723], [0.669, 1.929, -2.264], [0.020, 0.651, -2.088], [-0.488, 2.929, -2.150], [-0.742, 3.421, -0.691], [-0.148, 2.785, 0.228], [-1.446, 4.434, -0.571], [-1.763, 2.652, -3.897], [-1.563, -0.067, -3.218], [0.460, -0.009, -4.666], [-0.420, 1.423, -5.229], [2.140, 1.378, -3.789], [1.217, 2.836, -4.178], [1.433, 2.054, -1.502], [-0.261, 3.842, -2.706], [-1.290, -3.442, 3.650], [-0.677, -2.646, 2.926], [-0.614, -2.575, 1.593], [-1.042, -3.637, 0.852], [-0.765, -4.818, 1.001], [-1.909, -3.264, -0.351], [-2.186, -4.255, -1.290], [-3.021, -3.960, -2.350], [-3.568, -2.688, -2.435], [-3.241, -1.761, -1.456], [-2.421, -2.033, -0.435], [0.094, -1.525, 3.621], [-0.106, -1.331, 4.986], [0.559, -0.298, 5.620], [1.415, 0.502, 4.875], [1.559, 0.221, 3.527], [0.918, -0.764, 2.907], [-1.738, -5.228, -1.151], [-3.248, -4.710, -3.100], [-4.230, -2.407, -3.244], [-3.625, -0.745, -1.489], [-0.787, -1.997, 5.497], [0.413, -0.113, 6.679], [1.957, 1.326, 5.326], [2.214, 0.825, 2.905], [3.081, -1.715, -3.393], [3.277, -1.620, -1.883], [4.181, -2.750, -1.398], [3.908, -0.267, -1.531], [1.955, -1.788, -1.284], [1.963, -1.615, 0.126], [4.036, -1.615, -3.916], [2.413, -0.921, -3.746], [2.633, -2.676, -3.653], [5.181, -2.663, -1.834], [3.750, -3.713, -1.678], [4.254, -2.713, -0.311], [4.875, -0.141, -2.028], [4.059, -0.198, -0.453], [3.251, 0.553, -1.840], [1.315, -1.124, -1.716], [1.790, -0.649, 0.387], [1.201, -2.142, 0.544], [-0.348, 3.456, 3.391], [-1.529, 2.887, 4.024], [-2.258, 3.704, 4.958], [-1.998, 1.680, 3.643], [-1.465, 0.945, 2.842], [-0.468, 4.539, 3.344], [-0.247, 3.090, 2.366], [0.552, 3.216, 3.967], [-1.605, 4.042, 5.769], [-3.073, 3.128, 5.396], [-2.678, 4.587, 4.466], [-2.948, 1.417, 4.143]],
  "homo_ev": -2.859,
  "homo_lumo_gap_ev": 6.96,
  "total_charge": -2
}

Most stable of them? i.

## i
{
  "formula": "C3H5P",
  "method": "the ωB97M-V functional and the def2-TZVPD basis",
  "symbols": ["C", "C", "P", "C", "H", "H", "H", "H", "H"],
  "coordinates": [[-0.211, -1.093, 0.841], [-0.346, -0.141, -0.328], [-0.789, 0.196, -1.880], [0.226, 1.442, -0.838], [0.059, -0.638, 1.772], [0.772, -1.601, 0.835], [-0.941, -1.802, 0.746], [-0.198, 2.150, -0.249], [1.427, 1.487, -0.899]],
  "homo_ev": -8.876,
  "smiles": "CC1=PC1",
  "homo_lumo_gap_ev": 9.48
}

## ii
{
  "formula": "C3H5P",
  "method": "the ωB97M-V functional and the def2-TZVPD basis",
  "symbols": ["C", "C", "P", "C", "H", "H", "H", "H", "H"],
  "coordinates": [[-0.640, 0.996, 0.051], [0.781, 0.473, -0.056], [2.425, 0.421, 0.228], [1.513, -1.082, -0.408], [-0.710, 1.606, 0.902], [-1.280, 0.201, 0.503], [-0.975, 1.365, -1.006], [1.093, -1.863, 0.305], [1.319, -1.388, -1.480]],
  "homo_ev": -8.812,
  "smiles": "CC1=PC1",
  "homo_lumo_gap_ev": 9.33
}

Most stable of them? ii.

## i
{
  "formula": "CHN2O4S",
  "method": "the ωB97M-V functional and the def2-TZVPD basis",
  "symbols": ["C", "N", "N", "O", "O", "O", "O", "S", "H"],
  "coordinates": [[-2.357, 0.591, 0.044], [-1.325, 0.030, 0.179], [-0.418, -0.801, -0.505], [-3.287, 1.268, 0.229], [1.694, -0.823, 1.061], [3.100, 0.510, -0.395], [0.551, 0.019, -1.081], [1.752, 0.458, 0.229], [0.288, -1.250, 0.240]],
  "homo_ev": -4.474,
  "homo_lumo_gap_ev": 7.99,
  "total_charge": -1
}

## ii
{
  "formula": "CHN2O4S",
  "method": "the ωB97M-V functional and the def2-TZVPD basis",
  "symbols": ["C", "N", "N", "O", "O", "O", "O", "S", "H"],
  "coordinates": [[1.802, 0.106, 0.346], [1.465, -0.905, -0.257], [-3.081, 0.799, -0.114], [2.344, 0.875, 1.006], [-2.782, -0.232, 1.590], [-1.670, -1.275, -0.373], [-4.163, 1.357, -0.301], [-2.982, -0.918, 0.164], [0.574, -1.204, -0.216]],
  "homo_ev": -4.026,
  "homo_lumo_gap_ev": 7.51,
  "total_charge": -1
}

Most stable of them? i.